112
Properties=species:S:1:pos:R:3:forces:R:3:mulliken_charge:R:1 method="wB97M-V/def2-TZVPD" total_charge=+1 energy_ha=-3148.1543 e_above_lowest_kcal_mol=54.1 orbital_gap_ev="4.6 / 4.6"
Ta -0.267810 -1.267363 0.904668 1.080 -0.036 0.762 2.0480
O 1.481990 -3.116563 0.178268 -0.009 -0.031 0.196 -0.2402
O -0.204310 -1.396363 -0.987932 -1.022 -0.345 -0.248 -0.9456
N -0.292210 0.422237 2.295468 -0.312 -0.586 -0.430 -0.0762
N 1.931090 -0.720363 -0.926132 0.227 -0.074 -1.369 -0.9486
N 0.099990 -4.497263 2.213868 -0.033 -0.313 -0.094 -0.3738
N -0.200110 2.533737 -3.021732 0.095 -0.291 0.069 0.4889
N -3.283410 -2.443563 -0.353132 -0.207 -0.049 -0.229 -0.5544
N -0.696810 1.187137 -1.349932 0.312 0.472 0.271 1.0103
N -1.655110 4.917337 -3.205632 -0.228 -1.167 -0.263 -0.3520
N -2.016110 6.086537 -2.899432 -0.721 0.523 0.198 -0.7997
N 1.716790 -0.504163 0.397768 -2.418 -0.182 0.491 1.3323
N -0.319710 4.864537 -3.380432 0.202 0.845 0.256 0.7964
N -2.026410 1.779037 1.338668 -0.252 0.189 -0.037 -0.3322
N 1.362890 -0.288163 3.890768 0.164 0.247 0.126 -0.2659
N 0.555390 -2.182663 2.673268 -0.243 0.111 -0.329 0.0847
N -2.245710 -0.485063 0.577368 0.821 -0.252 0.341 -0.2380
N -1.376510 -3.112863 0.931568 0.385 0.879 0.157 -0.1081
C 1.489190 6.638537 -3.228832 0.231 -0.028 -0.024 -0.7954
C -1.178610 1.686137 -3.470232 -0.372 -0.280 -0.003 -1.6594
C 1.077490 2.853937 -0.890932 -0.045 0.097 -0.075 -1.3009
C -5.343510 -0.370763 -1.370032 -0.014 0.002 -0.013 -0.3490
C 0.556690 0.597137 3.357468 0.210 -0.240 0.276 -0.2473
C 0.338090 3.639737 -3.753732 0.039 -0.142 -0.322 -1.1045
C 1.070890 -1.198263 -3.064632 -0.199 -0.206 -0.415 0.5971
C 2.551490 -4.920763 4.091968 0.020 -0.099 0.068 0.0127
C 3.291290 -2.377663 5.112368 0.023 -0.034 0.066 -0.2631
C -6.129510 0.752537 -1.573732 0.035 -0.332 -0.075 -0.6983
C 2.310190 -0.864463 -3.616532 -0.060 -0.047 0.103 -0.4830
C 0.598890 3.826437 5.283968 0.133 -0.261 0.086 -0.7678
C -2.668210 -7.510763 0.427668 0.301 0.022 0.178 -0.6804
C -2.585710 0.841937 0.614568 -0.140 0.426 0.334 -0.0907
C 1.881590 -3.772263 3.694668 0.110 0.671 0.139 0.3997
C -1.023010 1.579237 2.154968 -0.198 0.061 -0.138 -0.0374
C 1.387490 -1.553463 3.564368 0.103 0.215 0.313 -0.0762
C 2.260090 -2.512463 4.194768 -0.329 -0.565 -0.284 0.2080
C 0.032090 -1.598563 -3.900432 0.189 0.017 0.288 -0.0993
C -4.579610 2.173137 -0.372932 -0.032 -0.001 0.064 -0.5432
C 3.565890 0.312237 1.814168 -0.090 -0.194 -0.019 -1.6672
C -1.733010 -5.384463 0.884368 -0.485 0.405 -0.345 0.2574
C -0.905710 -4.312663 1.392868 0.422 -0.393 0.384 0.2410
C -0.599910 2.552337 3.140668 0.640 -0.342 0.444 0.0653
C 2.687290 -3.175463 0.489968 -0.599 -0.276 -0.263 0.9355
C 2.868390 -0.807663 1.115168 1.039 -0.774 0.247 0.3464
C 3.386190 -4.502163 0.375168 -0.142 0.172 -0.246 -1.3825
C -1.680010 -6.760863 1.042268 -0.002 -0.007 -0.054 -0.3627
C -1.472310 0.866937 -2.429832 -0.010 0.177 -0.385 -0.5405
C 0.404890 1.922337 3.897268 -0.421 0.325 -0.467 0.3858
C -1.018510 3.834337 3.470768 -0.038 0.024 -0.027 -0.2974
C 0.051590 2.192037 -1.728532 0.129 -0.004 0.235 0.3570
C 3.413790 -2.059963 1.028668 -0.248 1.046 0.367 -1.0695
C 2.516790 -0.962363 -4.976432 -0.055 0.024 -0.023 -0.8959
C -3.683510 -6.905063 -0.310232 -0.150 0.216 -0.181 -0.7481
C 1.606690 7.979337 -2.943232 0.099 -0.147 -0.038 -0.5607
C -3.796210 1.053437 -0.147832 -0.240 -0.717 -0.307 0.7403
C -2.497710 -3.346063 0.184968 -0.282 0.024 -0.142 0.0781
C 0.915290 -1.116263 -1.611832 2.075 0.661 0.065 0.0969
C 0.208490 6.106437 -3.178932 -0.748 0.403 0.183 1.2877
C -2.752610 -4.770063 0.127668 0.590 -0.334 0.384 0.0781
C 0.231390 -1.641063 -5.269832 -0.064 -0.054 -0.128 -0.9183
C 1.471290 -1.336663 -5.807732 -0.023 0.005 -0.061 -0.5318
C 1.020690 2.549337 4.968068 0.006 0.026 -0.023 -0.2635
C 3.970090 -3.526463 5.474668 -0.007 0.362 0.047 -0.7525
C 0.494790 8.772837 -2.626632 -0.118 0.181 0.082 -0.5021
C -3.747710 -5.530063 -0.468432 -0.019 -0.085 -0.017 -0.1649
C -3.184010 -1.149963 -0.165132 -0.351 -0.322 -0.087 -0.0580
C -4.176110 -0.209663 -0.641732 0.164 0.688 0.273 0.4239
C -0.921910 6.899837 -2.862032 1.221 -0.397 -0.247 0.1986
C -5.759910 2.000637 -1.078832 0.250 0.172 0.151 -0.7486
C -0.406610 4.453537 4.548268 -0.195 0.049 -0.231 -0.7120
C 3.612090 -4.773363 4.967568 -0.181 -0.277 -0.240 -0.8227
C -0.778910 8.258037 -2.583132 0.022 -0.120 -0.003 -0.6560
C 0.786290 -3.533563 2.778568 -0.110 -0.406 0.149 -0.7978
H -1.637910 8.862237 -2.345232 -0.107 0.117 0.038 0.4447
H 4.173990 0.813637 1.060968 0.071 0.162 -0.048 0.3928
H -0.581810 -1.917463 -5.924932 -0.059 -0.077 -0.025 0.4551
H -4.538710 -5.066863 -1.035532 -0.077 0.064 -0.082 0.6018
H -4.279310 3.134737 0.006868 0.011 0.176 0.054 0.6309
H 4.181490 -5.640763 5.263668 0.002 -0.105 0.068 0.4294
H 2.348090 6.038537 -3.485832 0.139 -0.030 -0.020 0.3638
H 3.095290 -0.539463 -2.951832 0.092 -0.037 -0.019 0.5012
H -0.713010 5.447737 4.832868 -0.063 0.109 0.002 0.4252
H 1.796590 2.041237 5.515368 0.089 -0.037 0.174 0.6145
H -5.625610 -1.339263 -1.751432 -0.068 -0.096 -0.026 0.5890
H -4.426910 -7.529063 -0.782632 -0.099 -0.025 -0.010 0.4143
H 3.099590 -4.974963 -0.564032 -0.007 -0.001 0.028 0.3743
H 3.544290 -1.414363 5.525668 0.068 0.117 0.004 0.6196
H 1.095290 2.364137 0.078468 0.052 -0.011 0.042 -0.1967
H 4.793590 -3.465463 6.166068 0.127 0.047 0.125 0.4400
H -0.884810 -7.222263 1.605968 0.045 -0.048 0.101 0.5764
H -1.800010 4.320537 2.911068 -0.109 0.093 -0.079 0.6253
H 1.631190 -1.389863 -6.874032 -0.037 -0.031 -0.103 0.4414
H 2.254990 -5.891663 3.730168 -0.032 -0.132 -0.089 0.6294
H 1.036790 4.335137 6.128368 0.069 0.107 0.041 0.4264
H -6.411610 2.845837 -1.237632 -0.018 0.090 -0.076 0.4475
H 3.047890 -5.146563 1.187068 -0.004 -0.017 0.059 0.2474
H 2.583990 8.435737 -2.966632 0.094 0.056 -0.008 0.3904
H 2.866890 1.036437 2.220368 -0.060 0.066 -0.045 0.3108
H 0.847890 3.911337 -0.758432 0.086 0.095 0.051 0.4742
H -2.648110 -8.586063 0.518968 -0.024 -0.087 -0.002 0.4313
H 0.188190 3.450237 -4.824532 0.123 -0.038 0.251 0.2287
H 2.059390 2.753037 -1.353732 0.134 0.060 0.076 0.3383
H 1.409590 3.748737 -3.552932 -0.223 0.031 -0.051 0.3856
H -7.052610 0.655937 -2.123332 -0.099 0.001 -0.064 0.4373
H -1.562710 1.736137 -4.466732 -0.105 0.070 -0.234 0.5870
H 4.213090 -0.052863 2.605568 0.098 -0.009 0.076 0.4092
H 4.462990 -4.388263 0.420868 0.136 -0.058 0.043 0.4288
H -2.173010 0.058637 -2.394532 -0.157 -0.160 -0.102 0.8218
H 0.655490 9.816737 -2.409232 -0.012 0.127 0.004 0.3815
H 3.491090 -0.752863 -5.392432 0.058 0.089 -0.029 0.4535
H -0.918310 -1.869563 -3.463132 -0.089 -0.011 -0.046 0.3298
H 4.378290 -2.254363 1.477568 0.028 0.002 0.012 0.5113